Density functional theory data (ωB97M-V with the def2-TZVPD basis set) for a molecular structure, C23H29NO5.

Each line ends with the natural charge from an NBO analysis.
Geometry (Å):
C  -2.432394  -3.105255  -0.470256  -0.229
H  -2.899788  -4.037380  -0.461838  0.202
O  -3.250129  -1.974263  -0.379494  -0.461
C  -2.903912  -0.816935  -0.455205  0.325
C  -1.632031  -0.587922  -0.831297  -0.314
C  -1.357431  0.855684  -0.688607  -0.152
C  -2.357708  1.792879  -0.380926  -0.152
C  -3.599348  1.575495  -0.412288  -0.347
C  -3.997822  0.241889  -0.319305  0.331
O  -5.145437  -0.290416  0.014458  -0.500
C  -6.292043  0.870747  0.284041  -0.021
C  -7.612473  -0.032973  0.452055  -0.188
C  -7.292425  -1.176032  1.683950  -0.524
H  -6.469826  -1.596504  1.674043  0.180
H  -8.226047  -1.581410  1.876473  0.206
H  -7.160261  -0.409300  2.789890  0.135
C  -7.838374  -1.150769  -0.600453  -0.538
H  -7.100017  -1.731680  -0.788672  0.212
H  -8.671735  -1.453084  -0.514661  0.183
H  -8.077573  -0.320438  -1.411466  0.173
H  -8.356187  0.590291  0.648311  0.193
H  -6.502660  1.408386  -0.458206  0.161
H  -5.993707  1.421820  1.183366  0.203
H  -4.379665  2.375904  0.034108  0.220
H  -1.997394  3.131990  -0.836299  0.200
C  0.188775  1.291461  -1.010433  0.782
O  0.995259  0.251557  -1.124735  -0.633
O  0.371492  2.746567  -1.117114  -0.459
C  1.566794  2.981801  -1.314394  -0.150
H  2.120542  2.282780  -2.079179  0.202
H  1.539200  4.117149  -1.922897  0.193
C  2.561374  3.113000  -0.343081  0.620
O  3.158043  4.227333  0.093310  -0.626
N  2.744565  1.856112  0.419599  -0.658
H  2.298768  1.075115  0.085967  0.417
C  3.698222  2.044408  1.608562  -0.112
H  4.273140  2.766370  1.460760  0.191
H  3.066821  1.761491  2.757931  0.188
C  4.535608  0.663422  1.415309  -0.444
H  5.040236  0.616336  2.394425  0.210
H  4.007850  -0.346225  1.443690  0.228
C  5.335043  0.819605  0.418390  -0.422
C  6.134844  -0.573987  -0.003454  0.036
C  7.447078  -0.852729  0.539816  -0.197
C  8.066578  -1.846981  0.277225  -0.243
C  7.744794  -3.007432  -0.373832  -0.174
C  6.410416  -2.883281  -0.865729  -0.243
C  5.787333  -1.723551  -0.705356  -0.214
H  4.699182  -1.355970  -1.277635  0.177
H  5.737292  -3.511511  -1.415992  0.225
H  8.141510  -3.828657  -0.538512  0.194
H  9.180164  -1.990358  0.725648  0.194
H  8.143908  0.155373  0.968660  0.188
H  6.231064  1.494518  0.432992  0.226
H  4.985345  0.898742  -0.585673  0.225
H  -0.835128  -1.041931  -0.625962  0.223
H  -2.060242  -3.118584  -1.622199  0.180
H  -1.769494  -3.082653  0.252183  0.178

Atomic forces in eV per Å
C -1.096 1.311 -6.815
H -1.913 -0.989 0.581
O -5.750 -8.489 1.803
C 0.272 5.984 -1.597
C -4.068 9.812 0.589
C 2.315 0.935 -1.101
C 10.584 5.829 -4.234
C -10.045 -0.981 3.170
C 3.342 -1.647 -0.328
O -3.383 3.163 0.259
C 0.620 -8.409 5.747
C 7.407 -6.358 2.603
C -7.198 11.585 3.362
H 7.544 -4.643 -0.919
H -1.211 -1.746 0.238
H -0.299 -2.232 -2.862
C 4.460 13.347 -2.680
H 4.738 -3.644 -1.192
H -10.917 -5.061 1.737
H 0.892 -2.310 -0.303
H -3.647 2.255 0.898
H -0.394 4.487 -6.545
H -0.104 -0.408 -0.242
H 1.828 -1.679 -1.746
H -0.917 -4.128 2.126
C -2.438 -4.807 0.817
O -2.760 6.829 0.134
O -7.702 -7.345 2.546
C 8.170 6.179 -9.172
H -1.192 0.848 0.756
H 0.575 -2.951 1.534
C 4.271 1.738 8.619
O -2.757 -5.476 -2.828
N 2.117 8.582 0.612
H -0.779 -2.550 -0.470
C -8.298 -12.678 1.785
H 4.426 6.654 -0.644
H 1.907 1.922 -3.549
C -6.140 -0.065 9.996
H 0.520 -0.214 -0.255
H -0.309 1.650 -0.385
C 10.177 -2.589 -10.358
C 2.798 -0.886 2.555
C -5.396 15.296 2.726
C 12.497 -11.672 0.071
C -8.649 6.768 -0.369
C 1.815 -1.684 -0.390
C -6.979 6.757 -1.164
H 2.621 -2.197 1.267
H 0.767 -1.324 -0.336
H 4.762 -7.174 -0.941
H -2.285 0.861 -0.936
H -2.396 -2.998 -0.705
H -1.085 -0.032 0.614
H -1.501 1.115 -0.625
H 5.968 -4.951 0.702
H 0.207 0.241 2.720
H 4.008 0.165 3.128

- lowest unoccupied orbital energy (eV) = -0.04
- HOMO-LUMO gap (eV) = 7.8

Density functional theory data (ωB97M-V with the def2-TZVPD basis set) for C23H30ClNO2 in the gas phase.

Each line ends with the natural charge from an NBO analysis.
Geometry (Å):
C  -3.745676  -4.587148  -0.871205  -0.251
O  -4.068397  -3.508925  -0.028918  -0.493
C  -3.661482  -2.257840  -0.389802  0.296
C  -2.932889  -1.951827  -1.532436  -0.326
C  -2.567532  -0.640214  -1.787094  -0.133
C  -2.904729  0.392897  -0.923498  -0.066
C  -2.455103  1.799005  -1.185384  -0.421
C  -1.086101  2.163140  -0.550231  -0.041
C  -0.762378  3.607917  -0.992675  -0.063
O  -0.767811  3.798259  -2.386264  -0.715
C  0.000102  1.182254  -1.016292  -0.440
C  1.304566  1.285783  -0.207841  -0.220
N  1.135223  1.233145  1.226709  -0.483
C  1.104966  -0.049688  1.905426  -0.013
C  0.472917  -1.224814  1.152895  -0.643
C  2.538611  -0.411252  2.388636  -0.414
C  3.516631  -0.644959  1.279874  -0.047
C  3.681618  -1.906649  0.719429  -0.147
C  4.568472  -2.116574  -0.321612  -0.250
C  5.307524  -1.051441  -0.807504  -0.046
Cl  6.420956  -1.304428  -2.110122  -0.002
C  5.171283  0.212839  -0.257310  -0.232
C  4.280196  0.405774  0.781691  -0.189
C  0.183019  2.229186  1.660482  -0.200
C  -1.185081  2.100589  0.979908  -0.429
C  -3.659799  0.076223  0.203140  -0.191
C  -4.030403  -1.224166  0.471360  -0.256
H  -4.168436  -5.470556  -0.395165  0.200
H  -4.187270  -4.467473  -1.866076  0.176
H  -2.661995  -4.712907  -0.967711  0.174
H  -2.645749  -2.720024  -2.233288  0.218
H  -2.012036  -0.421740  -2.688140  0.203
H  -2.376768  1.965718  -2.261506  0.229
H  -3.197865  2.496605  -0.792552  0.210
H  -1.533664  4.282116  -0.611125  0.180
H  0.202591  3.923611  -0.576224  0.161
H  -0.067827  3.260557  -2.772663  0.462
H  -0.391228  0.170768  -0.925134  0.225
H  0.230837  1.341992  -2.073395  0.192
H  1.983786  0.491788  -0.518785  0.216
H  1.795725  2.241031  -0.432689  0.186
H  0.518322  0.096592  2.820380  0.198
H  0.507142  -2.110977  1.783123  0.212
H  1.005299  -1.440850  0.230752  0.209
H  -0.570494  -1.021942  0.922730  0.222
H  2.889078  0.416229  3.006697  0.217
H  2.467194  -1.304581  3.011448  0.206
H  3.115435  -2.742067  1.104112  0.205
H  4.689703  -3.098998  -0.750869  0.225
H  5.759028  1.033271  -0.638462  0.227
H  4.165226  1.389635  1.210096  0.222
H  0.061192  2.159044  2.743846  0.200
H  0.613809  3.212926  1.444026  0.184
H  -1.846579  2.890633  1.341388  0.207
H  -1.617335  1.139378  1.263360  0.213
H  -3.972496  0.862317  0.875172  0.212
H  -4.613316  -1.469157  1.345268  0.223

Atomic forces in eV per Å
C 0.058 -0.167 -0.141
O -0.052 0.321 0.154
C -0.014 0.124 0.075
C -0.058 -0.379 0.019
C -0.124 0.149 0.133
C -0.045 0.064 -0.140
C 0.258 -0.023 0.016
C -0.197 0.114 -0.169
C 0.076 -0.197 0.506
O 0.103 -0.061 -0.496
C 0.121 0.165 0.282
C -0.064 -0.089 -0.294
N -0.031 0.183 0.039
C 0.304 -0.305 0.234
C -0.044 0.292 0.165
C -0.400 0.035 0.030
C 0.097 -0.013 0.089
C 0.041 0.112 -0.002
C 0.069 0.003 -0.107
C -0.136 0.033 0.128
Cl 0.118 -0.026 -0.133
C 0.058 -0.049 -0.092
C 0.004 -0.122 0.021
C -0.219 0.075 0.058
C 0.353 0.078 -0.068
C 0.001 -0.150 -0.096
C -0.018 -0.245 -0.005
H 0.050 0.031 -0.074
H 0.033 0.000 0.033
H -0.042 0.013 -0.012
H 0.003 -0.099 -0.039
H 0.071 0.041 -0.078
H -0.072 0.046 0.033
H -0.054 0.090 -0.043
H 0.044 -0.047 0.091
H -0.107 0.027 0.030
H -0.033 0.090 -0.004
H 0.065 -0.006 -0.074
H -0.027 -0.081 -0.121
H 0.015 0.105 -0.069
H 0.080 -0.058 -0.093
H 0.046 0.014 -0.087
H 0.017 -0.140 0.028
H 0.014 -0.062 -0.143
H -0.122 -0.024 -0.086
H -0.023 -0.038 0.062
H 0.061 -0.044 0.080
H -0.071 -0.088 0.054
H 0.037 -0.074 -0.053
H 0.067 0.059 -0.052
H -0.020 0.124 0.065
H 0.050 0.065 -0.021
H -0.042 0.036 0.094
H -0.148 0.034 0.030
H -0.054 0.007 0.065
H -0.017 0.090 0.077
H -0.082 -0.032 0.107

- lowest unoccupied orbital energy (eV) = 0.63
- HOMO-LUMO gap (eV) = 8.7
- structure (SMILES) = COc1ccc(CC2(CO)CCN([C@@H](C)Cc3ccc(Cl)cc3)CC2)cc1

Density functional theory data (ωB97M-V with the def2-TZVPD basis set) for a gas-phase ion, C23H30FN2O3 (charge +1).

Each line ends with the natural charge from an NBO analysis.
Geometry (Å):
C  3.391277  0.980979  -0.707602  -0.254
O  2.600007  -0.184381  -0.707138  -0.521
C  1.863893  -0.482809  0.397891  0.339
C  1.900419  0.261878  1.566430  -0.305
C  1.186439  -0.124368  2.697580  -0.102
C  1.105057  0.769441  3.901031  -0.232
N  -0.298694  1.289130  3.983924  -0.518
C  -0.694475  2.149228  2.835067  -0.230
C  -2.197931  2.052005  2.567918  -0.439
C  -2.554002  0.763524  1.866176  -0.141
C  -2.675729  0.702008  0.484339  -0.158
C  -2.993243  -0.485176  -0.150262  -0.183
C  -3.202741  -1.639121  0.584414  -0.180
C  -3.090219  -1.610246  1.963849  -0.295
C  -2.765516  -0.415301  2.566568  0.434
F  -2.605924  -0.386464  3.933042  -0.366
C  0.441601  -1.293866  2.667707  -0.227
C  0.347362  -2.010428  1.493558  -0.228
C  1.000378  -1.601636  0.334854  0.306
O  0.767209  -2.373643  -0.746228  -0.472
C  0.976954  -1.881136  -2.049104  -0.163
C  0.323892  -0.506374  -2.247615  0.674
O  -0.261533  0.045465  -1.327559  -0.666
N  0.426933  0.032920  -3.471261  -0.432
C  1.132947  -0.512036  -4.610880  -0.213
C  2.352857  0.354885  -4.930774  -0.405
C  1.911903  1.792871  -5.191843  -0.401
C  1.112100  2.315683  -4.001343  -0.404
C  -0.059804  1.380905  -3.705308  -0.225
H  3.875343  1.005960  -1.682612  0.208
H  4.160810  0.945611  0.069039  0.186
H  2.779194  1.879912  -0.583771  0.179
H  2.506578  1.152695  1.616992  0.222
H  1.791471  1.613615  3.824692  0.227
H  1.313218  0.219233  4.821152  0.235
H  -0.919082  0.463971  3.984306  0.462
H  -0.457253  1.787262  4.865190  0.431
H  -0.397357  3.177013  3.048678  0.224
H  -0.157874  1.793552  1.951945  0.251
H  -2.484852  2.886607  1.928728  0.250
H  -2.754218  2.143452  3.504015  0.228
H  -2.514677  1.594305  -0.098798  0.221
H  -3.074669  -0.506054  -1.224280  0.230
H  -3.453753  -2.563603  0.089767  0.229
H  -3.248152  -2.489096  2.567795  0.239
H  -0.073479  -1.645760  3.549501  0.214
H  -0.259154  -2.898459  1.432975  0.238
H  2.046557  -1.822331  -2.277881  0.214
H  0.500072  -2.623784  -2.695185  0.219
H  0.447902  -0.499334  -5.466669  0.201
H  1.430574  -1.542051  -4.429886  0.214
H  3.042690  0.326469  -4.084775  0.194
H  2.866248  -0.050219  -5.802714  0.223
H  1.290173  1.823288  -6.088850  0.202
H  2.782117  2.426467  -5.366750  0.219
H  1.756883  2.368364  -3.121687  0.194
H  0.733599  3.316996  -4.207817  0.220
H  -0.748509  1.362881  -4.556036  0.195
H  -0.601439  1.698605  -2.813351  0.239

Atomic forces in eV per Å
C 0.172 0.205 -0.010
O -0.270 -0.372 0.134
C -0.011 -0.143 0.052
C 0.084 -0.054 -0.030
C -0.042 -0.121 0.077
C 0.596 -0.379 -0.207
N -0.173 -0.138 0.276
C -0.358 0.480 -0.554
C 0.087 -0.195 0.030
C -0.135 -0.070 0.253
C -0.028 -0.141 0.114
C -0.034 -0.018 -0.064
C -0.017 0.101 -0.001
C 0.014 0.120 0.291
C -0.025 0.025 -0.376
F -0.014 -0.016 0.015
C 0.237 0.233 0.003
C 0.204 0.055 -0.372
C 0.070 0.167 0.569
O 0.110 -0.021 0.035
C -0.016 0.128 -0.270
C -0.002 -0.347 -0.057
O -0.098 -0.007 0.090
N -0.174 0.223 -0.232
C 0.432 -0.152 -0.093
C -0.236 -0.020 -0.223
C 0.185 0.002 0.270
C -0.186 -0.098 -0.258
C -0.060 0.409 0.324
H -0.016 0.047 0.075
H -0.043 0.000 -0.014
H -0.001 -0.030 0.008
H 0.073 0.120 -0.061
H -0.136 0.020 0.066
H -0.117 0.143 0.018
H 0.031 0.219 0.141
H -0.017 -0.124 -0.153
H 0.098 -0.114 0.121
H 0.029 0.047 0.205
H 0.034 0.030 0.066
H -0.032 0.112 -0.026
H 0.041 0.139 -0.096
H 0.016 -0.006 -0.114
H -0.032 -0.101 -0.054
H -0.014 -0.111 0.086
H -0.120 -0.064 0.144
H -0.088 -0.122 -0.034
H -0.218 -0.058 -0.045
H 0.114 0.127 0.005
H 0.043 -0.109 0.037
H -0.074 -0.020 -0.015
H 0.073 -0.052 0.042
H 0.065 -0.044 0.006
H -0.008 0.031 -0.086
H -0.018 0.017 -0.092
H 0.008 0.043 0.092
H 0.004 0.054 0.057
H -0.012 -0.005 0.023
H 0.004 -0.044 -0.189

- lowest unoccupied orbital energy (eV) = -2.47
- HOMO-LUMO gap (eV) = 8.3
- structure (SMILES) = COc1cc(C[NH2+]CCc2ccccc2F)ccc1OCC(=O)N1CCCCC1
- total charge = +1

Question: lowest unoccupied orbital energy of number 1 (C23H29NO5)?
Answer: -0.04 eV

Question: The highest lowest unoccupied orbital energy belongs to which entry?
Answer: C23H30ClNO2